[1]
Density functional theory data (ωB97M-V/def2-TZVPD) for 15 unconnected molecules or ions with the total composition C20H70N16O15.

Geometry as ORCA input:
```
! RIJCOSX wB97M-V def2-TZVPD def2/J DEFGRID3
* xyz 0 1
N 0.49600 -8.57200 -28.09300
H 5.10900 -10.12900 -21.66800
C 2.26300 -12.35900 -22.74500
O 2.77100 -11.74800 -26.57400
H 5.56400 -12.29800 -27.00600
N 6.63400 -16.21100 -24.51600
H 5.91900 -10.69600 -23.65200
C 8.79000 -11.90800 -24.87900
N 4.74100 -13.49500 -29.11300
H 4.60100 -6.59400 -22.62800
H 10.29300 -13.54100 -25.05900
C 3.82300 -4.84300 -25.88600
H 9.53000 -7.19400 -22.76300
H 2.79000 -5.05700 -27.58800
H 6.83000 -15.99800 -25.48900
O 4.54500 -7.32800 -28.07000
O 5.49900 -12.66900 -21.93900
H -0.73800 -7.04500 -27.20300
O 4.74800 -5.43700 -25.02800
H 10.26200 -12.77000 -23.45700
C 6.45600 -15.29400 -23.62500
C 2.30500 -11.19400 -21.77600
H 6.94800 -11.58800 -27.94100
H 2.03100 -11.93100 -23.72700
H 7.02800 -13.86600 -24.97200
H 4.55500 -8.23700 -25.20000
H 9.59700 -8.10300 -24.58100
H 6.17100 -9.65700 -26.20700
H 8.10300 -11.66400 -24.11100
N 10.03800 -8.03900 -22.86700
N 8.86900 -7.99300 -25.30300
H 1.33600 -9.80100 -24.50400
O 8.38800 -10.71300 -27.88200
C 3.62400 -7.64900 -21.01800
H 4.21800 -13.78600 -28.20300
C 4.93000 -6.99600 -21.65000
H 8.13900 -12.25000 -25.65500
C 5.93000 -9.81700 -24.28300
H 3.92200 -14.88600 -26.64600
H 9.70100 -10.46600 -24.20600
N 10.01500 -10.18700 -22.40000
N 6.60800 -14.08700 -24.09200
H 7.05400 -9.42300 -27.95500
N 6.49800 -8.53100 -27.82500
H 2.22800 -3.60600 -26.08600
H 9.03800 -13.98700 -24.00600
H 1.07000 -9.35400 -28.50500
O 5.34300 -5.92600 -20.81400
H 6.79700 -12.44600 -20.35700
H 4.98900 -13.08400 -21.29000
O 6.04400 -15.50600 -22.37600
H 4.72400 -10.76400 -20.11200
H 6.44200 -6.18000 -25.55300
N 4.70500 -12.70400 -25.60700
N 6.05400 -12.10900 -27.94700
H 2.65400 -13.99000 -27.58100
H 7.24500 -11.71700 -21.84800
H 3.05300 -10.43400 -22.18900
H 0.26300 -10.90800 -23.16100
H -0.50400 -8.65700 -28.24900
C 9.43700 -9.05400 -22.30400
H 6.36400 -17.15000 -24.26900
C 0.34100 -9.99600 -24.86600
H 5.76200 -7.73900 -21.71500
C 6.37700 -11.83600 -21.15400
C 8.51300 -10.42200 -29.23400
H 4.13600 -8.94500 -23.56200
H 6.29400 -13.31500 -23.48000
H 3.88700 -9.83300 -25.04000
H -0.23400 -9.11000 -25.01200
C 4.57000 -9.13400 -24.54900
H 2.56100 -11.45300 -20.77400
C 3.65400 -12.79500 -26.28400
C 0.97400 -8.02700 -27.03300
H 9.70800 -11.04800 -21.90900
H 3.94100 -7.87800 -19.96600
O 9.60900 -10.81300 -25.11600
C 8.17200 -6.92100 -25.01900
O -0.14100 -10.98100 -24.07000
H 0.56200 -10.27800 -25.87400
O 8.51100 -6.06200 -24.01800
H 9.25900 -10.89000 -27.50400
N 3.49200 -13.94500 -26.88100
H 6.32400 -9.75100 -20.36300
H 0.90100 -10.20500 -20.99100
C 5.63600 -12.55100 -29.14100
H 5.13800 -10.57700 -27.83000
H 0.22400 -6.62400 -25.73200
H 10.95500 -7.95500 -23.27100
O 2.19800 -8.19100 -26.44600
H 3.67000 -9.81700 -27.75500
N 3.02100 -3.93200 -25.50400
H 10.95000 -10.19100 -22.72600
H 8.47000 -8.83300 -25.75100
H 8.89300 -11.25900 -29.86000
H 6.81000 -7.62100 -26.37300
N 4.65200 -9.66900 -27.94800
H 7.11700 -7.68500 -28.08700
C 5.62900 -10.55600 -20.74100
H 6.25800 -6.18800 -20.63700
H 7.59400 -10.08100 -29.60200
N 7.16300 -6.83700 -25.83500
C 9.64000 -13.09500 -24.27800
H 9.12400 -9.47100 -29.30400
H 3.01700 -3.64000 -24.51400
O 8.18500 -9.02800 -21.71000
H 4.34700 -13.83100 -30.02100
N 3.72600 -5.14700 -27.11100
H 6.49500 -9.11200 -23.73400
H 1.55500 -13.18100 -22.48300
N 0.15100 -7.09000 -26.69300
H 4.69100 -11.81100 -25.06200
H 3.17100 -12.80200 -22.72000
O 6.42400 -10.25200 -25.52800
O 0.95500 -10.63700 -21.83700
H 5.27000 -13.44800 -25.21400
O 6.27100 -12.16600 -30.28600
H 2.88500 -6.84500 -21.01800
H 4.12700 -6.05800 -27.38800
C 5.23000 -8.50600 -27.96600
H 3.26600 -8.48400 -21.61900
*
```

Summary:
E_HOMO   -8.317 eV
Electronic energy   -76424.758 eV
ΔE to the lowest compared entry with this formula, charge and spin   129.43 kJ/mol
Orbital gap   7.9 eV

***

[2]
Density functional theory data (ωB97M-V/def2-TZVPD) for a gas-phase ion, C10H13N2 (charge +1).

Geometry as ORCA input:
```
! RIJCOSX wB97M-V def2-TZVPD def2/J DEFGRID3
* xyz 1 1
H -2.00576 -1.11566 -2.55584
C 2.77892 -0.39109 0.41984
H 3.14491 -1.18727 0.92884
H -0.43137 -0.59288 1.67613
C -0.03342 -1.47962 1.35935
C 0.58509 -1.31203 -0.05879
H -3.09658 1.18220 1.64558
N 1.52667 -0.18084 -0.00399
H 2.91588 2.60997 -0.67549
C -3.25076 1.54331 0.59274
H 0.68100 -1.90634 2.02867
C 1.35486 1.07338 -0.56886
C -1.94176 1.37037 -0.20140
H 4.41000 1.08260 0.45957
C 3.40913 0.78072 0.16140
H -0.75847 -2.50367 -2.31059
C -0.63396 -0.86164 -0.97417
H -3.97049 1.02550 0.02130
C -1.17190 -1.58734 -1.97344
H -1.28325 2.24938 -0.36421
H -3.60108 2.55930 0.56874
N 2.49940 1.67022 -0.43259
H -0.93760 -2.11834 1.26406
C -1.37399 0.31482 -0.62604
H 1.18452 -2.22507 -0.38078
*
```

Summary:
E_HOMO (alpha / beta)   -12.239 / -12.239 eV
Electronic energy   -13549.387 eV
ΔE to the lowest compared entry with this formula, charge and spin   573.88 kJ/mol
Orbital gap (alpha / beta)   6.7 / 6.7 eV

***

[3]
Density functional theory data (ωB97M-V/def2-TZVPD) for 2 unconnected molecules or ions with the total composition C8H11NO.

Geometry as ORCA input:
```
! RIJCOSX wB97M-V def2-TZVPD def2/J DEFGRID3
* xyz 0 1
C -3.13644 -1.07609 1.32618
H -3.60469 -2.02255 1.02030
H -1.77976 -1.25285 -0.36388
C -1.73750 -0.98618 0.70397
N 1.38558 0.48542 1.37499
H -3.03939 -1.10923 2.42218
C -4.02271 0.72078 -0.37693
C -4.03738 0.08729 0.97229
H 1.71947 0.62796 -1.43124
H -1.45330 2.48484 1.03119
C -3.38492 1.44471 0.80386
H 2.50889 1.19732 -0.09925
H -3.91728 2.32076 1.17508
H -4.99513 0.09739 1.49672
O 2.11735 1.42074 -1.05894
C -1.14199 0.39961 0.84816
C 0.29186 0.51611 0.93179
C -1.91590 1.50476 0.90071
H -3.35430 0.32705 -1.14401
H -1.08338 -1.73117 1.17633
H -4.95547 1.13669 -0.75817
*
```

Summary:
E_HOMO   -9.286 eV
Electronic energy   -12010.265 eV
ΔE to the lowest compared entry with this formula, charge and spin   206.05 kJ/mol
SMILES string   N#CC1=C[C@H]2C[C@H]2CC1.O
Orbital gap   9.8 eV

***

Which of these has the lowest ΔE to the lowest compared entry with this formula, charge and spin?
C20H70N16O15

***

Which of these has the highest ΔE to the lowest compared entry with this formula, charge and spin?
C10H13N2

***

Among the records above, which one has the highest electronic energy?
C8H11NO

***

Number 1 is which compound?
C20H70N16O15